No. 1
{"formula": "C24H46BeF12N2O31S4", "method": "the ωB97M-V functional and the def2-TZVPD basis", "charge": 0, "gap_ha": 0.2539, "species": ["Be", "C", "F", "F", "F", "S", "O", "O", "N", "S", "O", "O", "C", "F", "F", "F", "C", "F", "F", "F", "S", "O", "O", "N", "S", "O", "O", "C", "F", "F", "F", "C", "C", "C", "O", "C", "O", "O", "H", "H", "H", "H", "H", "H", "C", "C", "C", "O", "C", "O", "O", "H", "H", "H", "H", "H", "H", "C", "C", "C", "O", "C", "O", "O", "H", "H", "H", "H", "H", "H", "C", "C", "C", "O", "C", "O", "O", "H", "H", "H", "H", "H", "H", "C", "C", "C", "O", "C", "O", "O", "H", "H", "H", "H", "H", "H", "O", "H", "H", "O", "H", "H", "O", "H", "H", "O", "H", "H", "O", "H", "H", "O", "H", "H", "O", "H", "H", "O", "H", "H"], "xyz": [[0.09, 2.46, -2.24], [2.01, -1.34, -1.79], [3.10, -2.07, -1.86], [1.72, -0.72, -2.93], [0.95, -2.06, -1.49], [2.19, 0.02, -0.48], [2.37, -0.74, 0.77], [3.32, 0.84, -0.83], [0.72, 0.89, -0.63], [-0.18, 0.68, 0.70], [-1.41, 1.45, 0.64], [-0.28, -0.69, 1.09], [0.70, 1.67, 2.14], [0.41, 1.22, 3.35], [2.01, 1.62, 1.96], [0.40, 2.96, 1.98], [-3.56, -0.12, -3.87], [-3.99, -1.33, -4.25], [-3.73, 0.76, -4.84], [-4.25, 0.30, -2.84], [-1.70, -0.29, -3.27], [-1.81, -0.14, -1.84], [-1.19, -1.56, -3.72], [-0.90, 1.10, -3.91], [-0.53, 0.70, -5.37], [0.84, 0.21, -5.46], [-1.48, -0.09, -6.11], [-0.55, 2.39, -6.18], [-0.22, 2.34, -7.45], [-1.75, 2.93, -5.92], [0.40, 3.13, -5.59], [-2.16, 5.24, 1.56], [-3.47, 5.62, 0.96], [-4.55, 4.67, 1.51], [-5.62, 5.61, 1.76], [-5.19, 6.88, 1.74], [-5.90, 7.80, 1.98], [-3.86, 6.91, 1.42], [-1.41, 5.99, 1.31], [-1.85, 4.23, 1.27], [-2.27, 5.11, 2.64], [-3.52, 5.55, -0.13], [-4.31, 4.22, 2.48], [-4.92, 3.94, 0.80], [0.73, -4.98, 1.70], [2.22, -5.15, 1.25], [3.04, -3.88, 0.97], [4.07, -3.85, 1.95], [3.94, -4.94, 2.74], [4.73, -5.16, 3.62], [2.91, -5.70, 2.38], [0.27, -4.36, 0.93], [0.71, -4.46, 2.65], [0.25, -5.96, 1.69], [2.22, -5.83, 0.41], [2.32, -3.10, 1.20], [3.47, -3.88, -0.03], [1.22, -1.74, 4.35], [1.43, -2.15, 5.82], [0.23, -2.92, 6.35], [0.80, -3.96, 7.12], [2.07, -4.15, 6.76], [2.85, -4.90, 7.26], [2.43, -3.15, 5.87], [2.04, -1.15, 3.95], [0.31, -1.16, 4.18], [1.12, -2.61, 3.69], [1.56, -1.37, 6.56], [-0.39, -3.36, 5.57], [-0.33, -2.24, 6.99], [-4.67, 0.52, 0.49], [-4.43, 0.21, 1.96], [-3.09, -0.52, 2.27], [-2.39, 0.24, 3.23], [-3.06, 1.38, 3.42], [-2.70, 2.31, 4.09], [-4.03, 1.50, 2.50], [-3.79, 0.88, -0.03], [-5.55, 1.16, 0.41], [-5.03, -0.33, -0.09], [-5.26, -0.20, 2.54], [-2.55, -0.44, 1.33], [-3.26, -1.56, 2.54], [1.53, -3.56, -4.49], [0.32, -4.24, -5.13], [-0.37, -3.45, -6.25], [-0.93, -4.48, -7.07], [-0.27, -5.62, -6.83], [-0.45, -6.68, -7.35], [0.59, -5.45, -5.81], [2.34, -3.63, -5.21], [1.84, -4.04, -3.56], [1.25, -2.53, -4.25], [-0.38, -4.50, -4.33], [0.33, -2.83, -6.81], [-1.17, -2.88, -5.80], [4.18, 0.57, -4.41], [4.17, -0.06, -3.68], [5.05, 0.45, -4.82], [6.61, 1.07, 0.31], [7.42, 0.55, 0.20], [6.26, 1.17, -0.58], [-2.01, 2.84, -1.31], [-2.84, 2.78, -1.79], [-2.14, 2.34, -0.49], [4.79, -0.37, 2.26], [5.23, 0.29, 1.70], [4.03, -0.66, 1.75], [2.19, 2.28, -3.62], [2.71, 1.56, -4.02], [2.80, 3.02, -3.55], [-0.62, 4.20, 4.70], [-1.34, 3.72, 4.27], [-1.02, 4.59, 5.49], [2.12, 4.52, 4.27], [1.18, 4.27, 4.24], [2.45, 4.36, 3.38], [0.91, 4.06, -0.60], [0.48, 4.91, -0.44], [1.70, 4.07, -0.04]], "lowdin_charge": [0.917, -0.673, 0.184, 0.104, 0.159, 0.703, -0.304, -0.268, -0.275, 0.639, -0.323, -0.255, -0.616, 0.188, 0.127, 0.124, -0.635, 0.158, 0.148, 0.150, 0.684, -0.314, -0.264, -0.297, 0.556, -0.282, -0.256, -0.666, 0.185, 0.130, 0.107, -0.021, -0.336, -0.063, 0.064, -0.552, 0.172, 0.091, 0.095, 0.070, 0.084, 0.151, 0.125, 0.127, 0.001, -0.288, -0.097, 0.081, -0.570, 0.167, 0.087, 0.079, 0.067, 0.084, 0.146, 0.106, 0.128, -0.001, -0.305, -0.117, 0.073, -0.534, 0.183, 0.072, 0.086, 0.072, 0.065, 0.158, 0.133, 0.135, -0.015, -0.236, -0.096, 0.073, -0.541, 0.141, 0.048, 0.055, 0.093, 0.093, 0.156, 0.085, 0.145, -0.008, -0.313, -0.083, 0.085, -0.577, 0.149, 0.086, 0.099, 0.081, 0.051, 0.156, 0.144, 0.111, -0.025, 0.044, 0.071, -0.041, 0.053, 0.032, -0.035, 0.077, -0.009, -0.061, -0.008, -0.025, -0.057, 0.011, 0.069, -0.048, -0.001, 0.066, -0.068, -0.024, 0.010, -0.020, 0.071, 0.079]}

No. 2
{"formula": "C29H47N2O2P2Yb", "method": "the ωB97M-V functional and the def2-TZVPD basis", "charge": 0, "gap_ha": [0.1316, 0.1314], "relative_energy_ev": 3.428, "multiplicity": 2, "species": ["C", "C", "N", "C", "C", "C", "C", "P", "Yb", "P", "C", "C", "C", "C", "C", "C", "C", "O", "O", "H", "H", "H", "C", "C", "H", "H", "H", "H", "C", "C", "H", "H", "H", "H", "H", "H", "H", "H", "H", "H", "H", "H", "H", "H", "H", "H", "H", "H", "H", "H", "H", "H", "C", "C", "C", "C", "C", "C", "C", "C", "N", "C", "C", "C", "C", "H", "H", "H", "H", "H", "H", "H", "H", "H", "H", "H", "H", "H", "H", "H", "H", "H", "H"], "xyz": [[-0.97, 4.17, -0.59], [-0.96, 2.76, -0.72], [0.13, 2.04, -0.27], [1.05, 2.64, 0.48], [1.05, 4.02, 0.69], [0.04, 4.80, 0.12], [-2.07, 2.06, -1.26], [-2.30, 0.32, -0.99], [1.49, -2.51, -0.83], [2.20, 0.02, 0.82], [2.13, 1.83, 1.19], [1.37, -4.62, -0.19], [0.23, -4.40, -1.07], [-0.65, -3.38, -0.83], [-0.51, -2.55, 0.30], [0.49, -2.83, 1.23], [1.39, -3.85, 1.04], [-2.75, 0.94, -5.33], [0.70, 0.17, -2.17], [-1.81, 4.72, -1.02], [1.83, 4.46, 1.30], [0.04, 5.88, 0.25], [-3.97, 0.30, -0.20], [-2.70, -0.32, -2.66], [3.12, 2.27, 0.98], [1.95, 1.91, 2.28], [-2.57, 0.19, -5.87], [-2.86, 2.66, -1.73], [3.30, -0.44, 2.20], [3.46, 0.04, -0.53], [0.15, -5.02, -1.97], [-1.47, -3.17, -1.52], [-1.18, -1.71, 0.45], [0.56, -2.19, 2.11], [2.18, -4.05, 1.76], [2.30, -4.35, -0.75], [0.66, 0.61, -3.03], [0.48, 0.80, -1.49], [-2.07, 1.59, -5.55], [1.94, -5.52, -0.26], [-4.75, 0.39, -0.97], [-4.09, -0.65, 0.35], [-4.03, 1.13, 0.52], [-3.75, -0.64, -2.68], [-2.53, 0.41, -3.47], [-2.06, -1.20, -2.84], [4.07, 0.93, -0.39], [4.12, -0.84, -0.49], [2.97, 0.12, -1.51], [4.30, 0.01, 2.10], [2.85, -0.11, 3.15], [3.40, -1.54, 2.25], [1.38, 3.23, 5.58], [0.25, 3.07, 4.60], [-0.41, 4.20, 4.10], [-1.48, 4.10, 3.21], [-2.18, 5.34, 2.72], [-1.87, 2.84, 2.78], [-1.29, 1.63, 3.29], [-0.18, 1.81, 4.18], [-1.78, 0.44, 2.92], [-2.36, -0.53, 3.89], [-1.28, -1.48, 4.41], [-3.05, 0.12, 5.09], [-3.40, -1.34, 3.11], [2.16, 3.88, 5.18], [1.03, 3.68, 6.51], [1.82, 2.26, 5.81], [-0.08, 5.19, 4.42], [-2.80, 5.78, 3.51], [-1.45, 6.11, 2.42], [-2.82, 5.12, 1.86], [-2.70, 2.73, 2.06], [0.33, 0.92, 4.56], [-0.57, -0.95, 5.05], [-1.75, -2.27, 5.00], [-0.73, -1.94, 3.58], [-3.81, 0.83, 4.76], [-3.54, -0.66, 5.69], [-2.33, 0.64, 5.73], [-4.21, -0.68, 2.77], [-2.96, -1.82, 2.23], [-3.83, -2.11, 3.76]], "lowdin_charge": [-0.022, -0.337, 0.094, -0.302, -0.018, -0.063, -0.201, 0.867, 1.178, 0.877, -0.275, -0.331, -0.182, -0.200, -0.238, -0.235, -0.176, -0.050, -0.120, 0.114, 0.119, 0.111, -0.279, -0.298, 0.092, 0.086, 0.025, 0.087, -0.279, -0.319, 0.118, 0.120, 0.058, 0.094, 0.121, 0.060, 0.059, -0.055, 0.058, 0.126, 0.030, 0.020, 0.031, 0.036, 0.001, 0.007, 0.043, 0.040, 0.012, 0.050, 0.046, 0.029, -0.075, -0.321, -0.074, -0.317, -0.075, -0.016, -0.363, -0.036, 0.024, -0.668, -0.071, -0.060, -0.083, 0.070, 0.077, 0.065, 0.104, 0.079, 0.064, 0.066, 0.093, 0.086, 0.061, 0.072, 0.043, 0.081, 0.073, 0.073, 0.068, 0.056, 0.071]}

No. 3
{"formula": "C7H27ClO10", "method": "the ωB97M-V functional and the def2-TZVPD basis", "charge": 0, "gap_ha": 0.2160, "relative_energy_ev": 4.112, "species": ["O", "H", "H", "H", "Cl", "O", "O", "O", "O", "C", "C", "C", "O", "H", "H", "H", "H", "H", "H", "H", "H", "C", "O", "H", "H", "H", "H", "C", "O", "H", "H", "H", "H", "C", "O", "H", "H", "H", "H", "C", "O", "H", "H", "H", "H"], "xyz": [[-0.83, 0.17, 1.43], [-0.92, -0.68, 1.86], [-0.94, 0.92, 2.02], [0.05, 0.22, 1.05], [-5.43, 2.47, 0.40], [-5.87, 1.43, -0.51], [-5.41, 1.98, 1.73], [-4.08, 2.87, 0.03], [-6.21, 3.66, 0.43], [0.19, 1.89, -4.29], [1.20, 1.62, -5.37], [2.67, 1.67, -4.87], [0.83, 0.42, -5.94], [0.20, 2.88, -3.84], [0.40, 1.36, -3.37], [-0.85, 1.71, -4.57], [1.05, 2.38, -6.14], [2.94, 2.65, -4.49], [3.31, 1.38, -5.70], [2.84, 1.07, -3.97], [-0.09, 0.38, -6.23], [-0.01, -3.92, 3.88], [-1.23, -3.15, 3.72], [0.82, -3.33, 3.50], [0.24, -4.05, 4.93], [0.06, -4.87, 3.35], [-1.93, -3.68, 4.12], [3.58, 0.29, 0.24], [2.70, 1.30, 0.46], [4.14, 0.01, 1.14], [3.03, -0.60, -0.09], [4.36, 0.50, -0.50], [3.19, 2.11, 0.64], [1.03, -3.57, -2.04], [0.51, -3.75, -0.78], [2.12, -3.57, -1.96], [0.76, -4.44, -2.63], [0.85, -2.61, -2.52], [-0.23, -4.36, -0.83], [-1.65, 1.26, 6.10], [-1.02, 1.91, 5.00], [-1.97, 0.25, 5.88], [-1.10, 1.15, 7.04], [-2.49, 1.90, 6.40], [-0.74, 2.78, 5.30]], "lowdin_charge": [0.403, 0.180, 0.188, 0.172, 0.588, -0.386, -0.398, -0.434, -0.366, -0.074, -0.519, -0.036, -0.045, 0.078, 0.070, 0.083, 0.130, 0.076, 0.077, 0.067, 0.094, -0.143, -0.135, 0.067, 0.076, 0.078, 0.072, -0.208, -0.104, 0.080, 0.078, 0.085, 0.092, -0.195, -0.121, 0.074, 0.088, 0.075, 0.080, -0.155, -0.132, 0.076, 0.071, 0.081, 0.074]}